No. 1
{
  "formula": "C43H88FN3O6S",
  "method": "the ωB97M-V functional and the def2-TZVPD basis",
  "homo_ev": -8.4,
  "gap_ev": 8.10,
  "total_charge": 0,
  "energy_ev": -76323.09757,
  "elements": ["C", "C", "C", "C", "C", "C", "C", "C", "C", "C", "C", "C", "C", "C", "N", "C", "N", "S", "N", "C", "C", "C", "C", "F", "H", "H", "H", "H", "H", "H", "H", "H", "H", "H", "H", "H", "H", "H", "H", "H", "H", "H", "H", "H", "H", "H", "H", "H", "H", "H", "H", "H", "C", "C", "O", "C", "C", "H", "H", "H", "H", "H", "H", "H", "H", "H", "H", "C", "C", "O", "C", "C", "H", "H", "H", "H", "H", "H", "H", "H", "H", "H", "C", "C", "O", "C", "C", "H", "H", "H", "H", "H", "H", "H", "H", "H", "H", "C", "C", "O", "C", "C", "H", "H", "H", "H", "H", "H", "H", "H", "H", "H", "C", "C", "O", "C", "C", "H", "H", "H", "H", "H", "H", "H", "H", "H", "H", "C", "C", "O", "C", "C", "H", "H", "H", "H", "H", "H", "H", "H", "H", "H"],
  "coordinates": [[-0.7463, 2.3341, -5.7248], [-0.0870, 1.1187, -6.4813], [-1.1362, 0.0609, -6.9371], [-1.4336, -1.0152, -5.8425], [-2.4665, -0.4591, -4.8013], [-2.0677, -0.7403, -3.3230], [-0.6681, -0.1558, -2.9373], [-0.1525, -0.9705, -1.7134], [1.3376, -0.6832, -1.3858], [2.2488, -1.7953, -1.5539], [3.6008, -1.7479, -1.3185], [4.3861, -3.0388, -1.6108], [5.8554, -3.0908, -1.1565], [6.1986, -3.9851, 0.0393], [6.8107, -2.4748, -1.7295], [4.1162, -0.4822, -0.8689], [5.4150, -0.2027, -0.5854], [5.3684, 1.3429, -0.1263], [3.8174, 1.8065, -0.2739], [3.2068, 0.6505, -0.6911], [1.7901, 0.5592, -0.9684], [0.8773, 1.7669, -0.8161], [1.1166, 2.7932, -1.9742], [1.6716, 2.0983, -3.0715], [-1.8100, 2.3688, -6.0160], [-0.3083, 3.2938, -6.0394], [-0.6393, 2.1609, -4.6434], [0.6255, 0.6606, -5.7773], [0.3961, 1.5191, -7.3883], [-2.1026, 0.5311, -7.1919], [-0.7311, -0.4898, -7.8085], [-1.9312, -1.8664, -6.3480], [-0.5164, -1.4240, -5.3865], [-3.4333, -0.9709, -4.9722], [-2.6670, 0.6188, -4.9089], [-2.0275, -1.8288, -3.1292], [-2.8462, -0.3303, -2.6509], [0.0653, -0.2536, -3.7499], [-0.8046, 0.8920, -2.6291], [-0.2318, -2.0409, -1.9829], [-0.7590, -0.8370, -0.8004], [1.8198, -2.7391, -1.9164], [3.8476, -3.8659, -1.1097], [4.3447, -3.2474, -2.6940], [5.5293, -3.8048, 0.8957], [7.2655, -3.9467, 0.2901], [5.9945, -5.0241, -0.3001], [6.3971, -1.9579, -2.5165], [-0.1827, 1.4716, -0.8100], [1.1087, 2.2978, 0.1241], [1.8519, 3.5670, -1.6955], [0.1789, 3.2727, -2.3053], [-3.1393, -6.8793, -3.7829], [-3.1923, -5.4742, -4.3585], [-2.3251, -4.5607, -3.7107], [-0.9430, -4.8588, -3.7591], [-0.3947, -4.8994, -5.1701], [-3.3161, -6.8600, -2.7062], [-3.8944, -7.5099, -4.2539], [-2.1661, -7.3459, -3.9473], [-4.2000, -5.0773, -4.2272], [-2.9988, -5.4851, -5.4367], [-0.7321, -5.7898, -3.2207], [-0.4367, -4.0636, -3.2078], [-0.8226, -5.7214, -5.7470], [0.6885, -5.0315, -5.1608], [-0.6332, -3.9724, -5.6945], [3.1913, 3.1955, 3.8093], [1.7789, 3.0374, 3.3123], [0.8049, 3.6807, 4.1178], [0.9291, 5.0853, 4.2426], [0.8224, 5.8280, 2.9210], [3.3003, 2.8789, 4.8481], [3.8442, 2.5868, 3.1811], [3.5261, 4.2335, 3.7551], [1.5256, 1.9762, 3.3214], [1.6923, 3.3722, 2.2724], [1.8596, 5.3416, 4.7618], [0.1141, 5.4039, 4.8942], [1.6575, 5.5933, 2.2581], [0.8248, 6.9058, 3.0899], [-0.0966, 5.5535, 2.3998], [-0.3587, -0.3906, 4.2121], [-1.3699, -0.6981, 3.1382], [-0.8761, -1.6232, 2.1885], [-0.5270, -2.9050, 2.6786], [-1.6900, -3.6571, 3.3033], [0.5718, -0.0675, 3.7412], [-0.7244, 0.4024, 4.8665], [-0.1356, -1.2562, 4.8381], [-1.5931, 0.2197, 2.5906], [-2.3199, -1.0419, 3.5641], [0.3124, -2.8305, 3.3787], [-0.1624, -3.4682, 1.8177], [-2.0459, -3.1657, 4.2113], [-1.3866, -4.6708, 3.5704], [-2.5303, -3.7108, 2.6084], [5.2768, 5.4112, -3.0373], [3.8520, 5.2631, -3.5432], [2.8859, 5.8896, -2.7153], [3.0103, 7.2904, -2.5500], [2.8952, 8.0714, -3.8479], [5.3553, 5.0660, -2.0048], [5.9605, 4.8298, -3.6573], [5.6078, 6.4515, -3.0618], [3.5924, 4.2030, -3.5602], [3.7622, 5.6232, -4.5737], [3.9434, 7.5317, -2.0286], [2.1985, 7.5894, -1.8850], [3.7264, 7.8570, -4.5221], [2.8980, 9.1436, -3.6472], [1.9735, 7.8118, -4.3716], [-0.8372, -1.0724, 9.4298], [-1.8716, -1.4033, 8.3674], [-1.4204, -2.3404, 7.4058], [-1.0597, -3.6199, 7.8945], [-2.2005, -4.3589, 8.5730], [0.0971, -0.7483, 8.9682], [-1.2041, -0.2778, 10.0808], [-0.6111, -1.9379, 10.0556], [-2.1103, -0.4942, 7.8130], [-2.8066, -1.7455, 8.8241], [-0.1917, -3.5437, 8.5588], [-0.7344, -4.1943, 7.0255], [-2.5171, -3.8574, 9.4894], [-1.8926, -5.3714, 8.8375], [-3.0682, -4.4140, 7.9132], [-6.8314, 1.5093, 2.9770], [-6.0724, 0.2058, 3.1609], [-6.1307, -0.6512, 2.0354], [-5.5862, -0.1404, 0.8315], [-4.1087, 0.1974, 0.9264], [-7.8635, 1.3141, 2.6810], [-6.8322, 2.0813, 3.9060], [-6.3803, 2.1326, 2.2026], [-6.5204, -0.3501, 3.9860], [-5.0303, 0.3963, 3.4420], [-6.1649, 0.7244, 0.4873], [-5.7235, -0.9212, 0.0821], [-3.9292, 1.0242, 1.6171], [-3.7214, 0.4900, -0.0514], [-3.5409, -0.6614, 1.2888]],
  "forces_ev_per_angstrom": [[0.045, -0.716, -0.593], [-1.090, 0.710, 0.015], [0.828, -0.912, 0.683], [-1.181, 0.574, -0.524], [0.115, -0.798, 0.810], [0.486, 0.211, -0.407], [-1.093, -0.714, 1.059], [1.108, 0.210, -0.191], [-0.387, -0.030, 0.034], [0.004, 0.508, 0.121], [-0.453, -0.142, -0.244], [0.280, -0.023, 0.521], [0.641, -0.086, 0.551], [-0.580, -0.484, -0.851], [-0.945, -0.278, -0.325], [-0.271, -0.080, -0.111], [-1.767, 1.231, 0.299], [0.649, 0.699, 0.114], [0.589, -2.442, -0.379], [-0.398, 0.383, -0.180], [0.144, -0.904, 0.070], [0.362, 0.505, -0.287], [0.360, -0.375, 0.236], [-0.369, 0.461, 0.082], [0.324, 0.140, 0.361], [0.048, -0.354, 0.404], [-0.212, 0.452, -0.359], [0.105, 0.090, -0.666], [0.181, -0.322, 0.487], [0.495, -0.113, -0.194], [-0.297, 0.443, 0.184], [0.335, 0.269, 0.238], [-0.270, 0.368, -0.102], [0.350, 0.322, 0.013], [0.303, -0.363, -0.145], [-0.196, 0.346, -0.306], [0.369, -0.160, -0.207], [-0.285, 0.257, 0.233], [0.298, -0.253, -0.518], [0.046, 0.436, 0.218], [0.058, 0.114, -0.402], [0.148, 0.368, 0.196], [0.180, 0.359, -0.283], [0.080, 0.157, 0.346], [0.383, 0.073, -0.199], [-0.427, 0.317, 0.021], [0.032, 0.385, 0.300], [0.420, 0.082, 0.082], [0.527, -0.030, 0.181], [-0.163, -0.301, -0.258], [-0.340, -0.320, -0.090], [0.394, -0.240, 0.078], [0.211, -0.032, 0.015], [-0.060, -0.129, -0.011], [-0.112, 0.276, 0.208], [0.070, -0.061, -0.047], [-0.030, -0.121, -0.219], [-0.063, 0.024, -0.028], [-0.006, 0.027, 0.010], [-0.043, -0.039, -0.050], [0.091, 0.146, 0.052], [0.027, -0.065, -0.007], [0.017, -0.044, -0.069], [-0.188, 0.061, 0.062], [0.069, -0.030, 0.018], [-0.012, 0.024, 0.029], [0.051, 0.016, 0.040], [0.346, 0.234, 0.021], [-0.230, -0.082, -0.009], [-0.207, -0.137, 0.097], [0.000, 0.116, -0.037], [0.135, -0.107, -0.127], [-0.106, -0.108, -0.043], [0.098, 0.063, 0.058], [0.082, -0.047, -0.106], [-0.188, 0.073, 0.041], [0.084, 0.029, -0.009], [0.040, 0.030, -0.068], [-0.018, -0.166, 0.026], [0.017, 0.070, 0.017], [-0.020, -0.020, 0.017], [-0.024, 0.034, 0.060], [0.205, -0.004, 0.296], [-0.057, 0.032, 0.115], [-0.091, -0.004, -0.500], [-0.024, -0.146, 0.057], [-0.110, 0.166, 0.146], [-0.002, 0.056, 0.072], [0.047, 0.031, -0.036], [-0.090, 0.031, 0.038], [0.038, -0.118, -0.165], [0.032, -0.059, 0.056], [-0.044, -0.011, 0.064], [-0.006, 0.162, -0.088], [0.052, -0.056, 0.037], [0.011, 0.011, -0.034], [0.053, -0.042, -0.035], [0.003, 0.221, 0.055], [0.134, -0.105, -0.019], [-0.212, -0.149, 0.128], [0.010, 0.118, -0.031], [0.125, -0.101, -0.132], [-0.020, -0.068, -0.038], [-0.028, -0.018, 0.012], [0.044, -0.029, -0.056], [-0.158, 0.060, 0.064], [0.053, 0.045, -0.002], [0.038, 0.030, -0.066], [-0.018, -0.170, 0.023], [0.018, 0.067, 0.022], [-0.018, -0.021, 0.019], [-0.022, 0.031, 0.060], [0.070, -0.192, 0.053], [0.025, 0.094, 0.105], [0.017, 0.049, -0.294], [-0.014, -0.119, 0.063], [-0.085, 0.145, 0.123], [-0.048, 0.053, -0.020], [-0.001, 0.003, -0.031], [-0.041, 0.042, 0.049], [0.015, -0.108, -0.137], [0.023, -0.018, 0.065], [-0.040, -0.013, 0.065], [-0.007, 0.155, -0.082], [0.036, -0.060, 0.029], [0.007, 0.013, -0.030], [0.051, -0.041, -0.035], [0.067, 0.066, -0.180], [-0.030, 0.088, 0.058], [-0.098, -0.208, 0.017], [0.087, 0.061, -0.107], [0.019, 0.083, 0.181], [0.005, -0.029, 0.064], [-0.006, -0.029, -0.001], [0.020, 0.038, 0.062], [0.018, -0.128, -0.107], [0.007, 0.073, -0.015], [0.046, 0.049, 0.023], [-0.092, -0.077, 0.127], [0.016, 0.040, -0.069], [-0.018, -0.032, 0.000], [-0.008, -0.025, -0.095]]
}

No. 2
{
  "formula": "C7H5NO3S",
  "method": "the ωB97M-V functional and the def2-TZVPD basis",
  "homo_ev": [-8.2, -9.5],
  "gap_ev": [7.02, 6.40],
  "relative_energy_kcal_mol": 45.66,
  "multiplicity": 3,
  "total_charge": 0,
  "energy_ev": -25801.36160,
  "elements": ["C", "C", "C", "C", "C", "C", "C", "N", "O", "O", "O", "S", "H", "H", "H", "H", "H"],
  "coordinates": [[1.7307, 0.6935, -0.2285], [2.6636, -0.2801, -0.5701], [1.1873, -1.9686, -0.1560], [0.4770, 0.2883, 0.1632], [0.1364, -1.0798, 0.2227], [-1.8658, 0.5612, 0.9665], [-0.6397, 1.2375, 0.6166], [2.3614, -1.5608, -0.5299], [-4.0237, -0.7235, -0.0546], [-3.5171, 1.5789, -0.7594], [-1.0142, -1.4741, 0.5713], [-3.0582, 0.3014, -0.2626], [1.9949, 1.7380, -0.2679], [3.6656, -0.0255, -0.8773], [0.9935, -3.0290, -0.1502], [-0.2900, 1.7782, 1.5035], [-0.8017, 1.9645, -0.1873]],
  "forces_ev_per_angstrom": [[-0.241, 0.177, 0.127], [-0.401, 0.765, 0.140], [-0.261, -0.425, -0.095], [-0.711, 1.550, 0.625], [-0.350, -0.700, 0.034], [-1.558, -1.312, -0.045], [1.311, 0.463, -0.806], [0.835, -1.536, -0.259], [-0.351, -0.757, 0.254], [0.064, 0.331, -0.486], [0.777, 0.161, -0.146], [0.757, 1.064, 0.762], [-0.020, 0.168, 0.010], [0.135, 0.096, -0.071], [-0.047, -0.259, 0.042], [0.018, -0.001, -0.053], [0.042, 0.216, -0.033]]
}

No. 3
{
  "formula": "CH4Cl2OSi",
  "method": "the ωB97M-V functional and the def2-TZVPD basis",
  "smiles": "C[Si](=O)Cl.Cl",
  "homo_ev": -10.8,
  "gap_ev": 10.91,
  "relative_energy_kcal_mol": 66.92,
  "total_charge": 0,
  "energy_ev": -36073.46776,
  "elements": ["C", "O", "Si", "Cl", "Cl", "H", "H", "H", "H"],
  "coordinates": [[0.1782, -0.1211, -0.4503], [-0.4780, 0.8884, 2.2915], [-0.3029, 1.1675, 0.8226], [-5.4105, -1.2170, -0.3080], [-0.5107, 2.9315, -0.0903], [-0.7966, -0.1147, -1.0725], [0.8676, 0.0586, -1.2910], [0.2674, -1.0660, 0.0066], [-5.4493, -2.3874, 0.1282]],
  "forces_ev_per_angstrom": [[-2.195, 1.612, -1.745], [-0.228, 0.065, 0.373], [1.077, -1.044, -0.725], [0.040, 0.961, -0.366], [-0.175, 0.620, -0.198], [0.952, -0.353, 0.954], [0.271, 0.213, 0.925], [0.286, -1.119, 0.419], [-0.027, -0.954, 0.364]]
}